Record 1
ORCA calculation (ωB97M-V/def2-TZVPD) on one molecule with the formula C7H4BF5.

Output
**Relative energy (zero: lowest compared OMol25 entry of this formula, charge and spin)**: 240.9 kJ/mol
**HOMO level**: -10.55 eV

```
! wB97M-V def2-TZVPD RIJCOSX def2/J DEFGRID3
* xyz 0 1
B 0.414 -0.488 0.336
C 1.932 1.547 -0.383
C -0.962 -0.544 1.171
C 0.838 1.917 -0.977
C -1.880 0.312 0.272
C 0.183 0.482 -0.866
C -1.251 0.814 -0.782
C 1.562 -1.522 0.503
F -1.514 -1.734 1.580
F 0.163 2.935 -1.528
F -3.185 0.419 0.570
F 0.453 -0.082 -2.101
F -1.824 1.562 -1.783
H -0.743 -0.012 2.148
H 1.201 -2.589 0.391
H 1.987 -1.558 1.433
H 2.627 -1.458 0.018
*
```

=====

Record 2
ORCA calculation (ωB97M-V/def2-TZVPD) on a 2-piece molecular cluster, C7H4Cl4NO4S overall.

Output
**Relative energy (zero: lowest compared OMol25 entry of this formula, charge and spin)**: 91.0 kJ/mol
**HOMO level**: -3.44 eV

```
! wB97M-V def2-TZVPD RIJCOSX def2/J DEFGRID3
* xyz -1 1
Cl -1.339 -0.717 4.430
C -1.180 0.283 3.061
C -0.275 -0.059 2.077
Cl 0.645 -1.480 2.065
C 0.045 0.898 1.037
O 1.178 1.101 0.601
C -1.137 1.746 0.582
O -1.312 2.027 -0.592
C -1.992 2.161 1.703
Cl -3.139 3.374 1.366
C -1.992 1.464 2.904
Cl -3.047 1.911 4.169
C 1.298 -2.137 -3.492
S 1.941 -1.032 -2.244
N 0.653 -0.857 -1.308
O 3.011 -1.751 -1.562
O 2.294 0.214 -2.922
H 2.131 -2.469 -4.121
H 0.837 -2.996 -3.003
H 0.562 -1.602 -4.094
H 0.819 -0.078 -0.659
*
```

=====

Record 3
ORCA calculation (ωB97M-V/def2-TZVPD) on C7H4F3O10S3W as an isolated structure.

Output
**Relative energy (zero: lowest compared OMol25 entry of this formula, charge and spin)**: 123.1 kJ/mol
**HOMO level**: -14.75 eV

```
! wB97M-V def2-TZVPD RIJCOSX def2/J DEFGRID3
* xyz 1 1
W 0.809 1.064 1.301
O 3.643 1.236 3.630
S 3.021 0.401 2.685
O 3.456 -0.887 2.330
O 1.411 0.366 2.979
O 2.710 1.259 1.318
O -0.885 1.465 0.222
S -0.334 1.352 -1.194
O -0.789 2.291 -2.136
O 1.131 1.420 -0.802
C -0.862 -0.278 -1.648
C -1.370 -0.391 -2.924
C -1.937 -1.596 -3.350
C -2.008 -2.671 -2.496
C -1.494 -2.574 -1.199
C -0.928 -1.393 -0.771
S -0.160 -1.459 0.815
O 1.161 -0.721 0.484
O -0.048 -2.779 1.279
O -0.688 -0.416 1.772
H -1.346 0.462 -3.588
H -2.329 -1.668 -4.355
H -2.449 -3.603 -2.821
H -1.520 -3.428 -0.536
F -0.533 2.275 2.531
C 0.797 2.957 2.368
F 0.837 3.982 3.104
F 0.702 3.331 1.002
*
```

=====

Record 4
ORCA calculation (ωB97M-V/def2-TZVPD) on one molecule with the formula C7H4FP.

Output
**HOMO level**: -8.83 eV
**Structure (SMILES)**: C#CC#CC#CP(C)F

```
! wB97M-V def2-TZVPD RIJCOSX def2/J DEFGRID3
* xyz 0 1
C -5.461 0.341 -0.042
C -4.264 0.490 0.013
C -2.884 0.403 -0.069
C -1.680 0.488 0.168
C -0.345 0.450 0.257
C 0.852 0.413 0.048
C 3.446 -0.983 0.121
F 3.343 1.099 -1.170
P 3.061 0.804 0.394
H -6.581 0.425 0.028
H 4.362 -1.509 0.595
H 3.537 -0.981 -0.916
H 2.616 -1.442 0.572
*
```

=====

Record 5
ORCA calculation (ωB97M-V/def2-TZVPD) on C7H4N3O4PPbS2 as an isolated structure.

Output
**HOMO level**: -13.72 eV

```
! wB97M-V def2-TZVPD RIJCOSX def2/J DEFGRID3
* xyz 2 1
O 2.517 -3.195 0.235
N 1.801 -2.266 0.569
O 1.470 -1.595 -0.562
N 0.831 -0.403 -0.226
C 1.574 0.698 -0.120
C 0.924 1.883 0.161
C 1.815 3.124 0.291
O 1.237 4.208 0.291
O 3.027 2.859 0.382
C -0.442 1.909 0.337
C -1.189 0.719 0.240
N -2.576 0.630 0.449
C -3.314 1.327 -0.280
S -4.370 2.035 -1.121
C -0.515 -0.459 -0.049
P -1.376 -2.061 -0.207
S -1.605 -2.700 -2.011
H 2.648 0.643 -0.265
H -0.932 2.854 0.551
H -0.548 -2.948 0.549
H -2.566 -1.898 0.507
Pb 1.589 -5.364 0.278
*
```

=====

Record 6
ORCA calculation (ωB97M-V/def2-TZVPD) on C7H4NO5Sn as an isolated structure.

Output
**HOMO level**: -21.84 eV

```
! wB97M-V def2-TZVPD RIJCOSX def2/J DEFGRID3
* xyz 3 1
O 1.349 0.845 -5.177
C 0.661 0.697 -4.271
Sn -0.307 -0.916 -0.195
O -1.917 1.105 -2.438
C -1.494 0.430 -1.593
C -2.238 -1.029 1.390
O -3.086 -1.002 2.165
C 0.821 -2.479 1.039
O 1.535 -3.251 1.523
C -1.385 -2.838 -1.339
O -1.653 -3.676 -2.034
H 0.909 -1.086 -1.396
C 1.334 2.588 2.320
C 0.776 1.525 1.602
N 0.345 0.652 0.988
H 0.463 3.200 2.649
H 2.000 3.119 1.601
H 1.885 2.115 3.165
*
```

=====

Record 7
ORCA calculation (ωB97M-V/def2-TZVPD) on a 24-piece molecular cluster, C7H58O26 overall.

Output
**HOMO level**: -10.27 eV

```
! wB97M-V def2-TZVPD RIJCOSX def2/J DEFGRID3
* xyz 0 1
O 1.822 -1.255 4.090
C 1.517 -0.975 3.021
O 2.246 -1.246 1.867
C 1.954 -0.223 0.901
C 0.811 0.669 1.409
C 0.263 -0.302 2.493
C -0.611 0.308 3.572
C -2.095 0.218 3.238
C -2.370 -1.117 2.603
O -3.711 -1.513 2.577
H 1.841 -0.532 -0.133
H 2.876 0.371 0.900
H 1.097 1.651 1.745
H 0.017 0.629 0.677
H -0.150 -1.099 1.878
H -0.449 -0.183 4.530
H -0.336 1.346 3.740
H -2.423 0.963 2.514
H -2.717 0.395 4.112
H -1.949 -1.059 1.596
H -1.741 -1.839 3.139
H -3.674 -2.377 2.153
O 4.198 2.186 0.887
H 4.875 2.047 1.559
H 3.834 3.051 1.102
O -3.307 -1.932 -0.378
H -3.890 -1.187 -0.183
H -3.751 -2.385 -1.106
O -3.601 2.627 1.835
H -4.332 2.111 2.191
H -3.845 3.545 2.013
O -1.807 0.676 -1.314
H -2.286 -0.101 -0.992
H -1.601 1.190 -0.520
O -1.811 -4.705 -0.048
H -1.275 -4.747 0.761
H -2.392 -3.948 0.090
O 0.914 -4.729 -1.988
H 1.393 -4.787 -1.153
H -0.002 -4.586 -1.722
O -4.005 5.043 0.423
H -3.282 5.570 0.067
H -4.553 4.846 -0.345
O -3.612 3.373 -1.933
H -3.473 3.263 -2.880
H -3.028 2.717 -1.526
O -1.561 5.879 -1.512
H -0.837 6.404 -1.872
H -2.115 5.684 -2.277
O 4.890 -2.258 3.122
H 4.769 -3.055 3.650
H 4.003 -2.045 2.806
O -0.778 8.581 -2.265
H -1.051 8.574 -1.340
H -0.877 9.501 -2.534
O 1.340 -2.388 -4.390
H 0.576 -2.530 -4.963
H 1.382 -3.189 -3.853
O 5.348 4.174 2.369
H 5.541 4.990 2.845
H 5.719 4.312 1.489
O 0.394 8.788 -5.217
H 0.121 8.799 -4.291
H 0.307 9.702 -5.508
O 3.099 7.543 -5.986
H 3.751 7.482 -5.280
H 2.305 7.889 -5.555
O -0.095 -3.947 2.523
H 0.706 -4.114 3.046
H -0.799 -4.353 3.042
O 0.122 -7.549 0.119
H -0.474 -6.817 0.309
H -0.306 -8.022 -0.602
O -0.681 -3.332 -6.719
H -1.346 -4.022 -6.818
H -0.022 -3.538 -7.391
O 3.830 -5.606 -0.847
H 4.511 -4.932 -0.969
H 3.511 -5.783 -1.740
O -3.657 -7.265 0.185
H -2.980 -6.588 0.054
H -3.993 -7.442 -0.699
O 3.794 -2.557 0.159
H 3.439 -2.132 0.950
H 3.182 -3.281 -0.021
O -1.284 2.861 -0.260
H -1.570 2.863 0.664
H -1.376 3.785 -0.534
O 2.332 -4.659 3.021
H 2.548 -3.842 3.489
H 2.706 -4.530 2.140
*
```

=====

Record 8
ORCA calculation (ωB97M-V/def2-TZVPD) on one molecule with the formula C7H5BrF3N3.

Output
**Relative energy (zero: lowest compared OMol25 entry of this formula, charge and spin)**: 210.5 kJ/mol
**HOMO level (alpha / beta)**: -8.21 / -8.45 eV

```
! wB97M-V def2-TZVPD RIJCOSX def2/J DEFGRID3
* xyz 0 1
C -2.138 0.575 -0.908
C -1.305 -0.768 0.934
C -1.005 0.160 -1.651
C -0.275 -1.160 0.175
C -2.359 0.183 0.505
C 2.554 -0.503 0.085
C 2.232 0.953 0.353
N 0.760 -1.845 0.719
N 1.987 -1.611 0.369
N -0.185 -0.725 -1.133
F 3.243 1.687 0.597
F 1.500 1.464 -0.638
F 1.374 0.913 1.394
Br 4.429 -0.697 -0.461
H -2.738 1.363 -1.328
H -1.360 -1.073 2.076
H -0.879 0.407 -2.800
H -2.514 1.032 1.179
H -3.321 -0.354 0.533
*
```

=====

Record 9
ORCA calculation (ωB97M-V/def2-TZVPD) on a 2-piece molecular cluster, C7H5BrF4N2 overall.

Output
**Relative energy (zero: lowest compared OMol25 entry of this formula, charge and spin)**: 29.8 kJ/mol
**HOMO level (alpha / beta)**: -8.89 / -9.97 eV

```
! wB97M-V def2-TZVPD RIJCOSX def2/J DEFGRID3
* xyz 0 1
C -1.376 0.542 -2.320
C -1.819 -0.465 -1.484
C -0.120 1.119 -2.176
C -1.091 -0.719 -0.326
C 0.550 0.989 -0.988
C 0.103 0.014 -0.067
C 0.803 -0.241 1.146
N -0.012 -0.670 2.172
N 2.087 0.210 1.351
F -1.231 0.045 2.270
F 0.543 -0.835 3.444
F 1.978 1.490 2.009
F 2.775 -0.589 2.237
Br 1.499 -2.980 0.517
H -2.110 0.923 -2.996
H -2.833 -0.941 -1.624
H 0.151 2.043 -2.794
H -1.359 -1.406 0.571
H 1.462 1.469 -0.942
*
```

=====

Record 10
ORCA calculation (ωB97M-V/def2-TZVPD) on a 2-piece molecular cluster, C7H5Cl3 overall.

Output
**HOMO level (alpha / beta)**: -8.65 / -7.59 eV

```
! wB97M-V def2-TZVPD RIJCOSX def2/J DEFGRID3
* xyz 0 1
Cl -1.977 -0.489 3.382
C 0.931 -1.365 -1.384
C 0.164 -0.320 -1.942
C -0.393 0.651 -1.138
C -0.254 0.603 0.289
C 0.515 -0.459 0.824
C 1.093 -1.410 0.017
C -0.778 1.612 1.127
Cl -0.134 2.044 2.616
Cl -1.849 2.785 0.476
H 1.360 -2.127 -2.018
H 0.004 -0.253 -3.024
H -0.942 1.467 -1.615
H 0.579 -0.544 1.907
H 1.681 -2.195 0.484
*
```

=====

So what do the calculations give for E_tot? Going down the list: -793.084271, -2863.776306, -2582.465111, -710.123813, -2063.950133, -913.037384, -2257.708670, -3307.448692, -3352.341791, -1650.223137 Eh.